C4H8N4 | ωB97M-V/def2-TZVPD

Geometry as XYZ:
```
16
Properties=species:S:1:pos:R:3:nbo_charge:R:1
H 0.141 -0.902 -0.153 0.36
N -0.767 -1.377 -0.071 -0.67
C -1.587 -0.429 -0.092 0.38
N -2.927 -0.463 0.034 -0.81
C -1.108 1.070 -0.069 -0.21
C 0.112 1.642 -0.095 -0.25
C 1.413 0.875 0.131 0.04
N 1.644 -0.367 -0.142 -0.26
N 2.916 -0.841 0.178 -0.62
H -3.436 0.241 0.512 0.38
H -3.244 -1.345 0.540 0.39
H -1.934 1.808 0.117 0.20
H 0.334 2.686 -0.426 0.23
H 2.205 1.544 0.728 0.16
H 3.120 -1.510 -0.548 0.36
H 3.769 -0.133 -0.015 0.33
```

Computed properties:
Largest force on an atom ... 4.72 eV/A
E_HOMO ... -8.95 eV
SMILES ... [H]\N=C(N)/C=C\C=N\N
Frontier orbital gap ... 9.21 eV
Multiplicity ... 1

***

C5H5OSm | ωB97M-V/def2-TZVPD

Geometry as XYZ:
```
12
Properties=species:S:1:pos:R:3:nbo_charge:R:1
C 3.275 1.702 0.243 -0.31
C 2.077 1.873 0.719 0.40
C 1.417 1.293 1.867 0.34
O 0.299 0.737 1.745 -0.56
Sm -1.334 -0.477 0.441 2.01
H 3.822 2.553 -0.179 0.39
H 3.694 0.703 0.069 0.38
H 1.714 1.603 2.878 0.27
C -2.973 -1.874 -1.205 -0.09
C -3.773 -2.507 -1.970 -0.57
H -3.728 -2.379 -3.063 0.36
H -4.490 -3.226 -1.544 0.37
```

Computed properties:
Largest force on an atom ... 5.24 eV/A
<S²> ... 12.0132
E_HOMO (alpha / beta) ... -21.06 / -21.58 eV
Total charge ... +3
Frontier orbital gap (alpha / beta) ... 4.39 / 5.28 eV
Multiplicity ... 7

***

C5H13N2O | ωB97M-V/def2-TZVPD

Geometry as XYZ:
```
21
Properties=species:S:1:pos:R:3:nbo_charge:R:1
C -0.315 -1.557 -0.237 -0.12
O 0.138 -1.554 1.088 -0.73
C 0.591 -0.832 -1.174 -0.15
C 0.392 0.729 -1.228 -0.44
C -0.059 1.371 0.057 -0.32
C -1.310 1.341 0.490 0.01
N -1.782 1.960 1.659 -0.82
N 2.027 -1.101 -0.735 -1.06
H -0.493 -2.537 -0.648 0.18
H -1.392 -1.332 -0.313 0.19
H -0.598 -1.374 1.678 0.49
H 0.513 -1.141 -2.218 0.22
H -0.368 0.819 -2.020 0.21
H 1.261 1.184 -1.694 0.23
H 0.677 2.024 0.502 0.21
H -2.111 0.777 0.061 0.18
H -1.277 2.777 1.964 0.38
H -2.776 2.097 1.693 0.37
H 2.669 -0.267 -0.709 0.31
H 2.529 -1.894 -1.229 0.24
H 2.011 -1.465 0.228 0.42
```

Computed properties:
Largest force on an atom ... 2.47 eV/A
<S²> ... 0.7506
E_HOMO (alpha / beta) ... -3.21 / -8.51 eV
Frontier orbital gap (alpha / beta) ... 3.85 / 9.00 eV
Multiplicity ... 2

***

C4H6O2 | ωB97M-V/def2-TZVPD

Geometry as XYZ:
```
12
Properties=species:S:1:pos:R:3:nbo_charge:R:1
C 0.890 0.899 1.829 -0.45
C 1.145 1.017 0.536 0.12
O 0.361 0.524 -0.495 -0.52
C -0.247 -0.692 -0.392 0.80
C -1.238 -0.862 -1.510 -0.72
O -0.029 -1.493 0.477 -0.57
H 0.049 0.330 2.206 0.22
H 1.551 1.374 2.545 0.21
H 1.984 1.576 0.135 0.19
H -0.786 -0.616 -2.474 0.24
H -2.071 -0.170 -1.348 0.24
H -1.609 -1.887 -1.507 0.24
```

Computed properties:
Largest force on an atom ... 0.50 eV/A
E_HOMO ... -9.72 eV
SMILES ... C=COC(C)=O
Frontier orbital gap ... 10.70 eV
Multiplicity ... 1

***

H5O2 | ωB97M-V/def2-TZVPD

Geometry as XYZ:
```
7
Properties=species:S:1:pos:R:3:nbo_charge:R:1
O -0.960 -0.493 0.436 0.00
H -9.892 7.195 8.068 0.05
H -9.114 6.865 6.986 0.68
O 0.671 0.622 -0.147 0.00
H -9.838 7.987 7.764 0.27
H 15.115 -11.517 -12.744 0.00
H 15.174 -12.328 -12.059 0.00
```

Computed properties:
Largest force on an atom ... 7.44 eV/A
E_HOMO ... -13.26 eV
Total charge ... +1
Frontier orbital gap ... 1.92 eV
Multiplicity ... 1

***

C3H17NO5 | ωB97M-V/def2-TZVPD

Geometry as XYZ:
```
26
Properties=species:S:1:pos:R:3:nbo_charge:R:1
C 0.447 -2.302 0.649 -0.41
N 0.030 -1.069 -0.052 -0.64
C 0.993 -0.620 -1.053 -0.26
C 1.687 0.694 -0.812 -0.08
O 2.005 0.847 0.580 -0.76
H -0.429 -2.657 1.187 0.20
H 1.223 -2.153 1.414 0.16
H 0.773 -2.973 -0.127 0.20
H -0.107 -0.339 0.640 0.36
H 1.741 -1.404 -1.198 0.18
H 0.503 -0.618 -2.009 0.22
H 2.606 0.846 -1.395 0.18
H 1.085 1.522 -1.212 0.18
H 2.404 1.713 0.719 0.49
O -2.484 0.792 -1.008 -1.00
H -2.254 -0.120 -0.767 0.48
H -2.500 1.215 -0.124 0.51
O 0.409 0.712 2.765 -0.98
H 0.530 -0.154 3.156 0.48
H 1.024 0.764 2.006 0.50
O -1.073 0.890 -3.465 -0.96
H -1.530 0.431 -2.731 0.49
H -1.108 1.820 -3.229 0.47
O -2.086 0.760 1.653 -1.00
H -1.209 0.918 2.055 0.51
H -2.681 0.486 2.357 0.48
```

Computed properties:
Largest force on an atom ... 1.38 eV/A
E_HOMO ... -8.96 eV
SMILES ... CNCCO.O.O.O.O
Frontier orbital gap ... 9.33 eV
Multiplicity ... 1

***

C25H25PRhSbSe2Te2 | ωB97M-V/def2-TZVPD

Geometry as XYZ:
```
57
Properties=species:S:1:pos:R:3:nbo_charge:R:1
Rh 0.577 -0.931 1.241 0.06
C 1.292 4.273 -2.140 -0.18
C 1.972 3.717 -1.067 -0.21
C 1.462 2.597 -0.425 -0.17
C 0.269 2.027 -0.860 -0.43
C -0.415 2.594 -1.938 -0.13
C 0.097 3.713 -2.574 -0.23
P -0.427 0.612 0.023 1.25
C -1.117 -0.486 -1.255 -0.41
C -2.260 -1.236 -0.981 -0.12
C -2.718 -2.170 -1.900 -0.22
C -2.041 -2.361 -3.095 -0.19
C -0.901 -1.619 -3.374 -0.21
C -0.437 -0.691 -2.457 -0.20
C -1.809 1.170 1.017 -0.41
C -2.609 2.256 0.781 -0.18
C -3.733 2.475 1.601 -0.23
C -4.033 1.592 2.603 -0.15
C -3.220 0.462 2.864 -0.09
C -3.513 -0.465 3.892 -0.19
C -2.680 -1.526 4.098 -0.20
C -1.509 -1.705 3.323 -0.25
C -1.168 -0.836 2.318 -0.15
C -2.063 0.258 2.075 0.00
H 1.694 5.143 -2.643 0.22
H 2.903 4.152 -0.729 0.22
H 1.986 2.158 0.414 0.25
H -1.345 2.157 -2.281 0.21
H -0.436 4.149 -3.409 0.22
H -2.790 -1.094 -0.046 0.23
H -3.604 -2.749 -1.677 0.22
H -2.401 -3.089 -3.811 0.22
H -0.371 -1.766 -4.307 0.22
H 0.452 -0.113 -2.680 0.22
H -2.388 2.940 -0.030 0.22
H -4.364 3.337 1.427 0.22
H -4.906 1.753 3.225 0.21
H -4.392 -0.314 4.507 0.21
H -2.898 -2.239 4.884 0.21
H -0.865 -2.542 3.553 0.23
Se 1.401 -3.222 2.141 -0.59
Te 2.243 -2.548 4.401 0.11
Te 3.421 -0.256 3.603 0.06
Se 1.297 0.769 2.773 -0.16
C 3.481 0.110 -1.783 -1.01
Sb 2.757 -1.274 -0.315 1.21
C 2.465 -2.945 -1.611 -0.99
C 4.654 -1.827 0.457 -0.98
H 4.238 -0.386 -2.390 0.23
H 3.929 0.970 -1.286 0.23
H 2.677 0.467 -2.425 0.22
H 3.429 -3.305 -1.968 0.23
H 1.851 -2.648 -2.459 0.23
H 1.962 -3.743 -1.066 0.24
H 5.236 -2.272 -0.350 0.22
H 4.504 -2.544 1.261 0.25
H 5.163 -0.950 0.849 0.23
```

Computed properties:
Largest force on an atom ... 0.24 eV/A
E_HOMO (alpha / beta) ... -6.83 / -6.83 eV
Frontier orbital gap (alpha / beta) ... 5.69 / 5.69 eV
Multiplicity ... 1

***

C52H32O12 | ωB97M-V/def2-TZVPD

Geometry as XYZ:
```
96
Properties=species:S:1:pos:R:3:mulliken_charge:R:1
O -7.961 -23.891 8.068 -0.66
C -9.014 -24.253 7.552 0.52
C -9.538 -23.526 6.315 -0.17
C -9.011 -22.289 5.981 -0.55
C -9.527 -21.563 4.847 -0.90
C -10.672 -22.025 4.234 -0.40
C -11.304 -23.153 4.703 -0.70
C -10.746 -23.869 5.758 0.62
C -11.579 -24.967 6.384 0.53
O -12.684 -25.178 6.009 -0.67
C -11.048 -25.741 7.507 0.64
C -11.767 -26.834 7.956 -1.12
C -11.189 -27.578 9.026 -0.42
C -10.147 -27.095 9.759 -0.73
C -9.500 -25.953 9.332 -0.44
C -9.863 -25.321 8.165 0.74
H -8.113 -22.013 6.504 0.55
H -9.013 -20.629 4.510 0.34
H -11.035 -21.412 3.440 0.43
H -12.303 -23.492 4.407 0.48
H -12.574 -27.232 7.387 0.57
H -11.784 -28.423 9.405 0.35
H -9.860 -27.546 10.702 0.36
H -8.655 -25.631 9.872 0.63
O -8.426 -25.555 12.880 -0.74
C -9.119 -24.557 13.092 0.32
C -10.180 -24.635 14.098 0.71
C -10.396 -25.743 14.930 -0.69
C -11.375 -25.754 15.966 -0.46
C -11.968 -24.538 16.366 -0.92
C -11.826 -23.458 15.448 0.09
C -10.964 -23.507 14.384 0.38
C -10.930 -22.308 13.433 0.44
O -11.794 -21.418 13.501 -0.71
C -9.911 -22.278 12.358 -0.50
C -9.998 -21.335 11.383 -0.54
C -9.024 -21.206 10.385 0.04
C -8.007 -22.125 10.362 -0.48
C -7.971 -23.227 11.258 -0.49
C -8.948 -23.359 12.269 0.29
H -9.759 -26.613 14.739 0.51
H -11.445 -26.554 16.750 0.32
H -12.642 -24.555 17.246 0.37
H -12.359 -22.497 15.528 0.45
H -10.848 -20.639 11.364 0.51
H -9.120 -20.317 9.710 0.29
H -7.279 -22.080 9.562 0.44
H -7.224 -23.999 11.151 0.40
O -8.895 -26.993 17.786 -0.50
C -9.104 -27.767 18.711 0.53
C -9.004 -27.165 20.036 -0.35
C -9.136 -27.952 21.108 -0.43
C -9.346 -29.418 20.954 0.32
O -9.621 -30.055 21.925 -0.51
C -9.364 -30.020 19.617 -0.26
C -9.280 -29.248 18.530 -0.44
H -8.890 -26.078 20.072 0.42
H -9.215 -27.605 22.090 0.46
H -9.382 -31.125 19.545 0.37
H -9.288 -29.618 17.495 0.41
O -15.085 -21.420 6.189 -0.59
C -14.023 -20.934 6.555 0.31
C -13.490 -19.760 5.758 -0.66
C -12.289 -19.293 6.103 -0.47
C -11.446 -19.927 7.214 0.12
O -10.340 -19.502 7.497 -0.47
C -12.001 -21.089 7.857 0.32
C -13.247 -21.510 7.675 -0.16
H -14.183 -19.276 5.056 0.43
H -11.886 -18.397 5.626 0.43
H -11.407 -21.588 8.634 0.14
H -13.663 -22.432 8.096 0.55
O -4.098 -16.991 11.446 -0.57
C -5.324 -17.136 11.378 0.38
C -6.349 -16.437 12.140 -0.50
C -7.645 -16.581 11.766 -0.43
C -8.121 -17.446 10.656 0.39
O -9.305 -17.638 10.479 -0.53
C -7.080 -18.192 9.963 -0.08
C -5.802 -18.068 10.321 -0.37
H -6.103 -15.821 12.974 0.43
H -8.417 -16.114 12.309 0.45
H -7.338 -18.869 9.158 0.47
H -4.950 -18.583 9.853 0.38
O -14.903 -25.903 14.066 -0.60
C -14.277 -25.233 13.261 -0.01
C -12.975 -25.567 12.656 -0.19
C -12.418 -24.879 11.665 0.71
C -12.937 -23.584 11.205 -0.34
O -12.388 -22.945 10.295 -0.05
C -14.187 -23.152 11.903 -0.69
C -14.822 -23.932 12.774 -0.50
H -12.542 -26.470 13.101 0.47
H -11.521 -25.291 11.159 0.26
H -14.569 -22.260 11.466 0.52
H -15.772 -23.739 13.313 0.39
```

Computed properties:
Largest force on an atom ... 2.89 eV/A
E_HOMO ... -9.61 eV
SMILES ... O=C1c2ccccc2C(=O)c2ccccc21.O=C1c2ccccc2C(=O)c2ccccc21.O=C1C=CC(=O)C=C1.O=C1C=CC(=O)C=C1.O=C1C=CC(=O)C=C1.O=C1C=CC(=O)C=C1
Frontier orbital gap ... 7.82 eV
Multiplicity ... 1

***

C22H41Cl3InN3O5Si | ωB97M-V/def2-TZVPD

Geometry as XYZ:
```
76
Properties=species:S:1:pos:R:3:mulliken_charge:R:1
C 2.782 -2.176 -3.039 -1.31
C 2.012 -1.570 -4.174 0.21
H 2.879 -3.260 -3.169 0.39
H 2.279 -1.980 -2.082 0.20
H 3.802 -1.761 -2.976 0.26
C 1.821 -2.168 -5.360 0.08
C 2.460 -3.455 -5.760 -1.37
H 1.173 -1.708 -6.111 0.30
H 2.458 -4.192 -4.944 0.36
H 3.504 -3.316 -6.080 0.26
H 1.918 -3.885 -6.610 0.36
In 0.515 -0.168 4.549 1.22
Cl 2.199 1.429 5.237 -0.54
Cl 1.383 -1.148 2.475 -0.50
C 0.110 2.200 2.706 0.38
O -0.604 1.280 3.198 -0.56
N -0.379 3.126 1.881 0.35
C -1.803 3.176 1.565 -0.97
C 0.486 4.138 1.285 -0.81
H 1.183 2.278 2.936 0.08
H -2.365 2.576 2.289 0.26
H -1.982 2.808 0.542 0.14
H -2.119 4.225 1.600 0.45
H 1.484 4.002 1.716 0.28
H 0.097 5.141 1.513 0.34
H 0.528 4.031 0.190 0.23
H 0.483 -4.785 3.075 0.27
H -0.384 -3.044 1.286 0.29
C -0.497 -4.730 3.574 -0.91
C -1.356 -3.312 1.729 -0.96
N -1.213 -3.536 3.156 0.26
H -0.360 -4.674 4.658 0.34
C -1.480 -2.568 4.056 -0.21
O -1.698 -1.368 3.797 -0.66
H -2.077 -2.509 1.547 0.28
H -1.440 -2.924 5.101 0.59
H -1.072 -5.628 3.305 0.33
H -1.696 -4.251 1.274 0.35
O 0.136 -0.430 -3.232 -0.35
C 1.385 -0.209 -3.888 0.16
C 0.063 0.683 -5.896 0.09
C 1.232 0.667 -5.131 0.08
H -0.796 0.087 -5.574 0.44
C 0.025 1.456 -7.063 -0.76
H 2.075 0.303 -3.198 0.53
C 2.343 1.430 -5.513 -0.45
H -0.896 1.478 -7.646 0.39
C 1.145 2.182 -7.475 -0.42
C 2.312 2.160 -6.699 -0.65
H 3.224 1.397 -4.866 0.37
H 1.114 2.771 -8.395 0.37
H 3.197 2.714 -7.010 0.39
Si -0.702 0.404 -2.051 0.04
Cl 0.955 -2.206 5.862 -0.51
C -2.508 0.061 -2.376 -1.02
C -0.340 2.230 -2.280 -0.98
C -0.158 -0.265 -0.402 -0.51
H -2.747 0.185 -3.440 0.27
H -3.145 0.747 -1.801 0.32
H -2.771 -0.966 -2.091 0.32
H -0.327 -1.349 -0.351 -0.02
H -0.689 0.186 0.447 0.19
H 0.913 -0.102 -0.230 0.33
H -0.495 2.524 -3.331 0.36
H 0.700 2.472 -2.018 0.30
H -1.004 2.849 -1.658 0.44
N -1.973 0.218 8.453 -0.29
C -1.900 1.620 7.945 -0.66
C -1.229 1.562 6.568 0.76
O -1.210 2.568 5.862 -0.60
O -0.777 0.374 6.329 -0.65
H -2.542 -0.370 7.828 0.35
H -2.390 0.215 9.383 0.33
H -1.034 -0.209 8.479 0.34
H -2.901 2.050 7.877 0.32
H -1.317 2.219 8.645 0.32
```

Computed properties:
Largest force on an atom ... 1.61 eV/A
E_HOMO ... -8.48 eV
Frontier orbital gap ... 7.76 eV
Multiplicity ... 1

***

C11H35NO12P3 | ωB97M-V/def2-TZVPD

Geometry as XYZ:
```
62
Properties=species:S:1:pos:R:3:nbo_charge:R:1
C 2.366 8.386 0.509 -0.44
N 3.761 8.247 1.095 -0.51
C 3.735 7.762 2.522 -0.44
H 2.438 8.349 -0.616 0.26
H 1.919 9.353 0.876 0.25
H 1.691 7.552 0.824 0.25
H 4.351 7.695 0.463 0.45
H 4.132 9.207 1.119 0.44
H 3.762 8.680 3.176 0.24
H 2.764 7.227 2.714 0.25
H 4.586 7.083 2.788 0.26
C -0.545 5.999 -1.478 -0.23
O 0.432 5.811 -2.493 -0.81
P 0.959 4.209 -2.806 2.29
O -0.439 3.629 -2.634 -0.99
O 1.763 4.171 -1.373 -0.78
C 2.772 5.142 -1.151 -0.24
O 1.584 2.666 -3.182 -0.64
C 0.991 2.020 -4.307 -0.28
H -0.488 7.042 -1.154 0.16
H -1.540 5.818 -1.883 0.22
H -0.361 5.352 -0.620 0.18
H 2.392 5.894 -0.455 0.14
H 3.072 5.634 -2.080 0.18
H 3.645 4.659 -0.707 0.19
H 0.846 2.726 -5.126 0.19
H 0.036 1.581 -4.020 0.22
H 1.655 1.222 -4.640 0.20
C -0.964 0.125 -1.641 -0.23
O -0.274 -0.894 -2.355 -0.81
P -0.399 -2.502 -1.774 2.30
O -1.876 -2.343 -1.430 -1.01
O 0.529 -2.169 -0.463 -0.78
C 1.852 -1.683 -0.681 -0.25
O -0.442 -4.153 -1.332 -0.66
C -1.377 -4.965 -2.041 -0.27
H -0.501 1.078 -1.888 0.19
H -2.007 0.157 -1.959 0.20
H -0.901 -0.027 -0.563 0.18
H 1.880 -0.612 -0.463 0.18
H 2.180 -1.845 -1.710 0.17
H 2.537 -2.197 -0.007 0.19
H -1.371 -4.728 -3.105 0.19
H -2.379 -4.824 -1.634 0.21
H -1.094 -6.010 -1.908 0.20
C -4.927 -8.482 3.530 -0.23
O -3.888 -7.653 4.033 -0.80
P -2.809 -6.949 2.904 2.33
O -3.875 -6.629 1.861 -1.02
O -2.105 -8.397 2.598 -0.79
C -1.561 -9.128 3.696 -0.25
O -1.548 -6.173 2.045 -0.67
C -1.740 -4.791 1.749 -0.27
H -5.261 -9.124 4.347 0.18
H -5.767 -7.868 3.206 0.20
H -4.577 -9.109 2.710 0.19
H -2.224 -9.962 3.934 0.19
H -1.445 -8.501 4.584 0.17
H -0.584 -9.524 3.414 0.19
H -2.166 -4.267 2.606 0.18
H -2.392 -4.680 0.883 0.21
H -0.771 -4.351 1.510 0.20
```

Computed properties:
Largest force on an atom ... 9.48 eV/A
E_HOMO ... -10.46 eV
Total charge ... +1
Frontier orbital gap ... 5.44 eV
Multiplicity ... 1